Record 1
The following is a DFT calculation (ωB97M-V/def2-TZVPD) of a 13-piece molecular cluster, H26O13 overall at a distorted geometry.

Geometry as XYZ:
```
39
H26O13 (ωB97M-V/def2-TZVPD)
O -0.85 2.47 -2.22
H -1.37 2.80 -2.90
H -1.17 1.55 -2.02
O 1.44 1.33 -1.72
H 0.61 1.82 -1.88
H 1.60 1.30 -0.79
O 2.68 -0.73 -0.42
H 3.32 -0.91 -1.08
H 2.09 -1.45 -0.48
O -0.30 0.14 0.25
H 0.28 0.00 0.98
H 0.01 -0.24 -0.62
O -2.67 -1.13 0.89
H -3.04 -0.44 1.43
H -1.84 -0.70 0.53
O 0.51 0.14 -4.01
H 0.60 0.18 -3.04
H 0.56 -0.82 -4.30
O -0.22 -3.54 2.26
H 0.24 -2.74 2.04
H -0.62 -3.87 1.47
O -0.44 2.95 1.04
H -1.17 3.50 1.35
H -0.85 2.11 0.72
O 3.33 -0.72 2.41
H 4.13 -0.23 2.21
H 2.91 -0.51 1.56
O -0.32 -1.98 -1.52
H -1.19 -1.56 -1.47
H -0.50 -2.83 -1.09
O -0.94 1.46 3.16
H -0.74 2.10 2.45
H -0.65 1.87 3.96
O -2.28 0.28 -2.45
H -2.01 -0.55 -2.91
H -3.17 0.40 -2.70
O 0.57 -0.68 2.68
H 1.43 -0.85 3.14
H 0.03 0.06 3.07
```

Values from the calculation:
* charge: 0
* Kohn-Sham gap: 10.6 eV
* relative energy (zero: lowest compared OMol25 entry of this formula, charge and spin): 50.3 kcal/mol

=====

Record 2
The following is a DFT calculation (ωB97M-V/def2-TZVPD) of an isolated ion of composition C4H8NO2 and charge +1 at a distorted geometry.

Geometry as XYZ:
```
15
C4H8NO2 (ωB97M-V/def2-TZVPD)
C 1.57 -0.62 0.05
N 0.38 -0.73 0.86
C -0.64 0.01 -0.03
C -1.31 -0.90 -0.96
O -1.06 -2.10 -1.00
C -0.81 1.39 -0.10
O -0.47 2.25 0.85
H 1.43 -1.08 -0.85
H 1.89 0.38 0.07
H 2.34 -1.08 0.65
H 0.41 -0.29 1.79
H 0.17 -1.68 0.75
H -2.02 -0.42 -1.66
H -1.41 1.67 -0.98
H -0.47 3.19 0.56
```

Values from the calculation:
* charge: +1
* SMILES: C[NH2+]/C(C=O)=C\O
* Kohn-Sham gap: 10.1 eV
* relative energy (zero: lowest compared OMol25 entry of this formula, charge and spin): 49.0 kcal/mol

=====

Record 3
The following is a DFT calculation (ωB97M-V/def2-TZVPD) of one molecule with the formula C2H3ClO2 at a distorted geometry.

Geometry as XYZ:
```
8
C2H3ClO2 (ωB97M-V/def2-TZVPD)
O 0.85 0.37 -1.25
C 0.15 0.33 -0.15
Cl 0.46 1.82 0.73
C -0.90 -0.56 0.37
O 0.38 -1.01 0.65
H 1.83 0.43 -1.19
H -1.39 -0.26 1.19
H -1.38 -1.12 -0.36
```

Values from the calculation:
* charge: 0
* SMILES: O[C@@]1(Cl)CO1
* Kohn-Sham gap: 11.2 eV
* relative energy (zero: lowest compared OMol25 entry of this formula, charge and spin): 53.1 kcal/mol

=====

Record 4
The following is a DFT calculation (ωB97M-V/def2-TZVPD) of an isolated ion of composition C3H9N4 and charge +1 at a distorted geometry.

Geometry as XYZ:
```
16
C3H9N4 (ωB97M-V/def2-TZVPD)
C 1.69 0.60 0.33
C 0.42 0.35 -0.38
N -0.62 1.40 -0.31
N -1.90 0.70 0.12
N -1.59 -0.65 0.34
C -0.42 -0.96 -0.12
N 0.11 -2.24 -0.10
H 1.95 0.03 1.31
H 1.85 1.65 0.49
H 2.53 0.32 -0.28
H 0.55 0.35 -1.55
H -0.34 2.21 0.28
H -2.54 0.78 -0.77
H -2.24 1.02 1.03
H 0.96 -2.42 -0.60
H -0.39 -3.13 0.20
```

Values from the calculation:
* charge: +1
* SMILES: C[C@@H]1N[NH2+]N=C1N
* Kohn-Sham gap: 11.0 eV
* relative energy (zero: lowest compared OMol25 entry of this formula, charge and spin): 78.2 kcal/mol

=====

Record 5
The following is a DFT calculation (ωB97M-V/def2-TZVPD) of a 7-piece molecular cluster, C33H66ClN4O20S overall at a distorted geometry.

Geometry as XYZ:
```
125
C33H66ClN4O20S (ωB97M-V/def2-TZVPD)
C 1.10 2.20 1.68
C 1.57 1.41 0.30
C 2.04 -0.13 0.61
C 0.78 -1.23 0.57
N 3.22 -0.62 -0.20
N 4.17 -1.31 0.55
N 5.20 -1.77 -0.26
C 4.87 -1.29 -1.68
C 5.77 -1.54 -3.03
C 5.54 -3.10 -3.57
C 6.74 -4.10 -2.99
Cl 3.93 -3.76 -2.86
N 3.52 -0.57 -1.55
C 2.68 0.09 -2.63
S 0.98 -0.65 -2.87
O 0.52 -0.25 -4.32
O 1.01 -2.20 -2.85
H 0.86 1.39 2.48
H 1.95 2.96 1.99
H 0.12 2.80 1.45
H 2.38 2.03 -0.29
H 0.61 1.40 -0.40
H 2.40 -0.14 1.75
H 0.63 -1.69 1.67
H 1.13 -2.11 -0.11
H -0.23 -0.73 0.27
H 5.51 -0.84 -3.93
H 6.94 -1.48 -2.77
H 5.54 -3.10 -4.75
H 6.38 -5.22 -2.88
H 7.70 -4.09 -3.69
H 7.11 -3.67 -1.94
H 3.30 0.02 -3.64
H 2.56 1.23 -2.35
H 0.00 -0.10 -1.98
C -3.85 1.96 -3.03
C -4.69 2.81 -2.10
O -4.92 2.15 -0.84
C -3.86 2.13 0.01
O -2.76 2.62 -0.20
O -4.23 1.44 1.12
C -3.17 1.24 2.05
H -4.31 0.97 -3.16
H -3.75 2.43 -4.01
H -2.85 1.79 -2.62
H -5.68 2.98 -2.55
H -4.24 3.80 -1.93
H -2.71 2.19 2.33
H -2.43 0.56 1.63
H -3.59 0.79 2.95
C 2.66 -6.16 -5.68
C 3.61 -7.16 -6.32
O 4.09 -8.10 -5.35
C 3.21 -9.06 -4.97
O 2.07 -9.19 -5.37
O 3.81 -9.83 -4.02
C 2.96 -10.81 -3.45
H 3.14 -5.66 -4.83
H 2.36 -5.40 -6.41
H 1.76 -6.65 -5.30
H 4.49 -6.63 -6.71
H 3.14 -7.68 -7.16
H 2.50 -11.44 -4.23
H 2.19 -10.33 -2.84
H 3.56 -11.46 -2.81
C -4.27 -0.54 9.03
C -4.07 0.61 8.07
O -4.16 0.17 6.71
C -5.41 -0.09 6.25
O -6.44 0.03 6.89
O -5.31 -0.52 4.97
C -6.55 -0.94 4.40
H -3.58 -1.36 8.81
H -4.13 -0.22 10.06
H -5.28 -0.96 8.95
H -3.06 1.02 8.20
H -4.78 1.43 8.25
H -7.30 -0.15 4.48
H -6.89 -1.85 4.89
H -6.38 -1.15 3.34
C 2.52 -2.19 8.30
C 2.66 -0.73 7.91
O 2.28 -0.51 6.55
C 0.95 -0.53 6.30
O 0.07 -0.71 7.13
O 0.77 -0.35 4.97
C -0.59 -0.46 4.55
H 3.09 -2.83 7.61
H 2.89 -2.36 9.32
H 1.48 -2.52 8.25
H 3.72 -0.43 8.00
H 2.09 -0.08 8.58
H -1.24 0.22 5.12
H -0.93 -1.50 4.66
H -0.65 -0.18 3.50
C -5.36 4.94 0.50
C -5.57 6.43 0.30
O -6.95 6.79 0.45
C -7.41 6.82 1.73
O -6.76 6.59 2.73
O -8.73 7.14 1.69
C -9.36 7.10 2.96
H -6.02 4.36 -0.16
H -4.33 4.66 0.30
H -5.61 4.64 1.52
H -5.29 6.69 -0.73
H -4.94 7.02 0.97
H -8.84 7.73 3.69
H -9.42 6.07 3.32
H -10.38 7.49 2.85
C 6.63 4.06 -5.97
C 5.46 4.95 -6.38
O 4.52 4.23 -7.19
C 3.73 3.35 -6.53
O 3.74 3.13 -5.33
O 2.93 2.74 -7.45
C 2.12 1.70 -6.90
H 7.10 3.62 -6.85
H 7.37 4.64 -5.42
H 6.30 3.23 -5.34
H 5.83 5.78 -6.98
H 4.96 5.39 -5.51
H 1.52 2.07 -6.06
H 2.75 0.86 -6.59
H 1.44 1.36 -7.68
```

Values from the calculation:
* charge: +1
* Kohn-Sham gap: 7.4 eV

=====

| no. | LUMO energy (eV) |
| --- | --- |
| 1 | -0.1 |
| 2 | -4.4 |
| 3 | 0.7 |
| 4 | -3.3 |
| 5 | -4.7 |